Here is one molecule with the formula C8H9N7 at a distorted geometry from the OMol25 dataset. Energies are from ωB97M-V/def2-TZVPD.

## Properties
multiplicity: 1
energy relative to the best compared isomer or geometry (same formula, charge and spin): 0.000 eV
calculated total energy: -18869.4805 eV
SMILES: NN(Nc1ncccn1)c1ncccn1
HOMO: -8.7 eV

```
24
Properties=species:S:1:pos:R:3:forces:R:3:nbo_charge:R:1
C -1.551 2.909 0.101 0.347 0.898 0.011 -0.361
C -1.031 -2.873 0.834 1.810 2.078 -3.539 -0.344
C -0.861 3.313 -1.048 -0.912 -0.847 -1.668 0.088
C -0.983 1.750 0.672 1.262 -0.259 0.033 0.080
C 0.320 -2.890 1.156 -0.668 0.766 0.810 0.086
C -1.348 -2.225 -0.399 1.942 -0.933 1.825 0.111
C 0.419 1.446 -1.183 -1.744 1.491 1.401 0.554
C 0.716 -1.422 -0.513 3.391 0.792 -0.372 0.578
N -0.026 2.551 -1.777 0.573 0.541 -0.006 -0.485
N 0.023 1.148 0.047 0.558 -1.299 0.325 -0.532
N 1.231 -2.137 0.499 -1.356 -0.272 0.129 -0.512
N -0.456 -1.559 -1.061 0.196 1.402 -1.205 -0.485
N 2.917 -0.441 -0.404 1.471 0.741 2.807 -0.654
N 1.282 0.600 -1.790 0.492 0.029 -1.001 -0.407
N 1.721 -0.513 -1.150 -1.381 -3.611 1.934 -0.124
H -2.353 3.638 0.389 0.834 -1.379 0.449 0.241
H -1.842 -3.321 1.220 -2.074 -1.944 2.214 0.219
H -1.159 4.219 -1.598 0.128 -0.234 0.609 0.198
H -1.015 1.161 1.618 -1.486 1.448 -0.253 0.229
H 0.619 -3.388 2.093 0.284 0.032 -0.771 0.202
H -2.230 -2.292 -0.934 -2.189 -0.416 -0.319 0.194
H 2.774 -0.090 0.615 -0.529 0.091 -2.172 0.333
H 3.305 -1.370 -0.057 -1.214 0.939 -1.949 0.386
H 1.268 0.596 -2.814 0.265 -0.053 0.709 0.405
```
Positions in Å, forces in eV/Å.